ORCA calculation (ωB97M-V with the def2-TZVPD basis set) on a 9-piece molecular cluster, C41H63Cl16F9IN3O8PS2 overall.

Geometry as XYZ:
```
144
Properties=species:S:1:pos:R:3:lowdin_charge:R:1
C -3.200 -3.819 0.963 -0.09
C -3.704 -3.000 2.160 -0.25
C -4.130 -1.604 1.683 -0.21
C -4.847 -0.804 2.802 -0.14
C -4.235 0.562 3.177 -0.08
N -3.603 1.257 2.047 0.06
C -4.376 1.463 0.819 -0.13
C -4.778 2.916 0.677 -0.82
O -4.841 3.696 1.559 0.06
I -5.205 3.495 -1.353 0.92
C -2.409 1.731 2.070 -0.23
N -1.945 2.480 0.993 -0.02
C -1.040 1.780 0.076 -0.16
O -1.506 0.448 0.041 -0.07
C -0.688 -0.399 -0.709 -0.28
C -1.066 -0.786 -1.981 -0.12
C -0.264 -1.640 -2.720 -0.09
C 0.944 -2.103 -2.217 -0.08
C 1.313 -1.711 -0.937 -0.07
C 0.514 -0.856 -0.200 -0.03
C -1.479 3.688 1.680 -0.32
P -0.260 4.752 0.686 0.85
O -0.969 4.710 -0.789 -0.26
O -0.703 6.200 1.277 -0.24
C -0.899 3.034 3.071 -0.68
S 0.937 3.197 3.107 0.87
S -1.464 4.111 4.424 0.73
O -2.895 4.148 4.290 -0.25
O -0.833 5.389 4.287 -0.26
C -1.140 3.285 6.100 -0.43
F -2.350 3.151 6.641 0.14
F -0.661 2.043 5.881 0.12
C -0.281 4.075 7.134 -0.37
F -0.555 3.551 8.339 0.18
F -0.730 5.344 7.153 0.17
C 1.260 4.135 6.939 -0.34
F 1.710 4.914 7.942 0.17
F 1.594 4.732 5.786 0.14
C 2.044 2.782 7.044 -0.54
F 2.109 2.159 5.866 0.14
F 1.533 1.969 7.962 0.20
F 3.299 3.080 7.401 0.18
N -1.487 1.705 3.123 0.01
C -0.587 0.550 3.236 -0.13
C -1.252 -0.736 3.711 -0.14
O -0.173 -1.524 4.219 -0.02
C -0.339 -2.882 3.977 -0.51
C 0.164 -3.379 2.649 0.04
O -0.818 -3.593 4.806 0.14
H -4.052 -4.270 0.454 0.08
H -2.539 -4.627 1.275 0.07
H -2.681 -3.194 0.234 0.07
H -2.959 -2.932 2.954 0.08
H -4.582 -3.499 2.571 0.12
H -4.873 -1.799 0.906 0.12
H -3.295 -1.067 1.229 0.09
H -5.911 -0.678 2.607 0.11
H -4.795 -1.412 3.707 0.12
H -3.555 0.533 4.018 0.11
H -5.052 1.215 3.497 0.15
H -5.287 0.864 0.865 0.14
H -3.813 1.109 -0.040 0.11
H -1.049 2.231 -0.914 0.09
H 0.001 1.803 0.432 0.13
H -1.999 -0.458 -2.404 0.05
H -0.575 -1.958 -3.706 0.11
H 1.589 -2.773 -2.765 0.11
H 2.235 -2.077 -0.504 0.05
H 0.879 -0.570 0.780 0.10
H -2.336 4.314 1.945 0.11
H -1.918 4.511 -0.735 0.04
H 0.051 6.573 1.754 0.07
H 1.324 2.070 2.491 -0.09
H -0.085 0.311 2.299 0.10
H 0.188 0.755 3.968 0.11
H -1.926 -0.555 4.550 0.14
H -1.746 -1.243 2.881 0.11
H -0.087 -2.673 1.858 0.07
H -0.251 -4.368 2.485 0.09
H 1.249 -3.458 2.737 0.07
Cl 0.104 3.448 -5.685 0.53
C -1.656 3.366 -5.463 -0.67
C -2.030 3.186 -4.015 -0.62
Cl -1.543 1.571 -3.406 0.69
H -2.025 2.549 -6.081 -0.03
H -2.075 4.299 -5.839 0.08
H -3.110 3.258 -3.894 0.03
H -1.557 3.938 -3.387 0.06
Cl 1.988 -0.081 -4.829 0.57
C 3.085 0.166 -6.221 -0.67
C 3.964 1.374 -6.034 -0.65
Cl 3.026 2.887 -6.100 0.50
H 2.477 0.251 -7.117 0.02
H 3.700 -0.728 -6.304 0.06
H 4.702 1.420 -6.833 0.07
H 4.486 1.343 -5.081 0.07
Cl 2.711 1.832 -9.576 0.54
C 3.401 0.852 -10.897 -0.65
C 3.145 -0.620 -10.709 -0.66
Cl 4.051 -1.295 -9.326 0.56
H 4.465 1.070 -10.950 0.07
H 2.932 1.187 -11.820 0.04
H 3.467 -1.169 -11.593 0.08
H 2.085 -0.807 -10.550 -0.05
Cl 0.954 -7.903 7.312 0.56
C 1.194 -6.343 8.145 -0.67
C 0.998 -5.172 7.219 -0.66
Cl 2.286 -5.061 5.989 0.54
H 2.189 -6.347 8.582 0.07
H 0.465 -6.301 8.952 0.05
H 1.024 -4.246 7.791 0.08
H 0.046 -5.227 6.697 0.05
Cl 4.738 -0.347 0.089 0.55
C 5.704 -1.262 1.276 -0.66
C 5.571 -2.750 1.086 -0.64
Cl 3.936 -3.337 1.499 0.56
H 5.387 -0.960 2.271 0.07
H 6.743 -0.966 1.139 0.08
H 6.268 -3.267 1.743 0.08
H 5.780 -3.044 0.061 0.07
Cl -1.793 1.119 -8.040 0.60
C -1.827 1.396 -9.802 -0.63
C -1.765 0.110 -10.583 -0.63
Cl -0.178 -0.692 -10.442 0.62
H -1.000 2.057 -10.050 0.07
H -2.761 1.909 -10.025 0.08
H -1.919 0.320 -11.640 0.08
H -2.524 -0.595 -10.256 0.07
Cl 0.983 -8.254 11.201 0.55
C 1.893 -9.606 10.472 -0.66
C 1.634 -10.910 11.179 -0.67
Cl 2.320 -10.934 12.823 0.54
H 2.949 -9.347 10.491 0.07
H 1.574 -9.679 9.434 0.03
H 2.102 -11.722 10.626 0.07
H 0.569 -11.113 11.258 0.07
Cl 2.668 3.847 -12.800 0.56
C 2.225 5.529 -12.410 -0.65
C 2.623 5.926 -11.012 -0.65
Cl 1.671 5.090 -9.758 0.52
H 1.153 5.633 -12.560 0.07
H 2.740 6.164 -13.128 0.07
H 2.447 6.993 -10.882 0.07
H 3.673 5.723 -10.821 0.07
```

Total charge ... +1
Electronic energy ... -328259.6912 eV
Lowest unoccupied orbital energy ... -3.5 eV
Kohn-Sham gap ... 8.01 eV